{
  "formula": "C34H45BrGe2IrN4O2P2S2",
  "method": "ωB97M-V/def2-TZVPD",
  "elements": ["Ir", "Br", "Ge", "Ge", "S", "S", "P", "P", "O", "O", "N", "N", "N", "N", "C", "C", "C", "C", "C", "C", "C", "C", "C", "C", "C", "C", "C", "C", "C", "C", "C", "C", "C", "C", "C", "C", "C", "C", "C", "C", "C", "C", "C", "C", "C", "C", "C", "C", "H", "H", "H", "H", "H", "H", "H", "H", "H", "H", "H", "H", "H", "H", "H", "H", "H", "H", "H", "H", "H", "H", "H", "H", "H", "H", "H", "H", "H", "H", "H", "H", "H", "H", "H", "H", "H", "H", "H", "H", "H", "H", "H", "H", "H"],
  "coordinates": [[-0.1366, 0.7265, 0.0150], [1.2460, 4.3198, 2.4124], [0.7263, -3.0877, 2.2959], [-0.0234, -1.7872, -0.1111], [0.1726, 1.0587, 4.7426], [4.6300, 1.0195, 0.3284], [-2.5487, 0.9852, 0.1177], [-0.4920, 0.7658, -2.2938], [0.2950, 2.7582, -0.3959], [-1.6910, 3.5755, 0.1831], [-1.8329, 1.7620, 3.1302], [2.0645, 0.9203, 0.2998], [3.0337, 1.7123, -1.6962], [0.1759, 0.9770, 2.1744], [1.2305, 7.6359, -0.0645], [2.4912, 0.6534, 1.5981], [-0.5768, 1.2786, 3.2126], [-2.3002, -5.3945, -0.5434], [-2.5694, -2.7637, -1.2872], [0.9128, 5.5006, 0.9578], [3.1109, 1.2424, -0.4376], [-0.5239, -0.7606, -3.2707], [-3.7339, 2.2325, 0.7739], [-2.1250, 1.5304, -2.5450], [-0.5095, 3.7264, -0.1033], [-1.3503, -4.4560, -0.1650], [-1.4577, -3.1082, -0.5214], [3.5878, -2.1520, -2.2830], [3.8227, 0.6124, 1.7869], [1.6313, 0.6198, 3.9495], [-0.6138, -2.3036, 3.4608], [-3.5226, -3.6881, -1.6830], [1.5324, -2.5362, -1.0432], [0.4473, 7.2364, -1.1377], [-3.3939, -5.0145, -1.3036], [-3.1652, 0.9565, -1.6084], [1.6863, -3.9076, -1.2867], [-0.1084, 5.9668, -1.1532], [2.5070, -1.6787, -1.5548], [0.1227, 5.0855, -0.1039], [1.4664, 6.7682, 0.9920], [2.5593, -2.5268, 2.5736], [3.7274, -3.5144, -2.5013], [0.6893, -5.0235, 2.4008], [1.4622, 0.6753, 2.6153], [0.4567, 1.8374, -3.4186], [2.7721, -4.3892, -2.0018], [-3.2950, -0.4427, 0.9996], [-0.3199, -5.4262, 2.3965], [1.6586, 8.6286, -0.0428], [2.5336, 0.4232, 4.5032], [0.2606, 7.9171, -1.9568], [-1.1654, -1.5225, -2.8347], [-0.3330, -2.5555, 4.4870], [-3.4937, -0.1306, 2.0263], [4.5682, -3.8936, -3.0666], [-2.4205, 1.4140, -3.5898], [0.9512, -4.6168, -0.9405], [4.3192, -1.4596, -2.6808], [-3.6044, 2.5489, 1.8023], [-4.0966, 1.5198, -1.6738], [1.3754, 1.3565, -3.7472], [-2.2447, 2.1317, 3.9727], [-3.4080, -0.0669, -1.8701], [-0.6563, -1.2245, 3.3557], [2.8684, -5.4523, -2.1786], [-2.6452, -1.3058, 1.0360], [-2.1784, -6.4285, -0.2478], [-4.6930, 1.7180, 0.7047], [1.2891, -5.5038, 1.6292], [-0.1752, 1.9873, -4.2950], [1.1462, -5.2459, 3.3698], [-1.5972, -2.7248, 3.2555], [-4.3658, -3.3738, -2.2849], [2.8613, -2.9533, 3.5345], [-2.0052, 2.3182, 2.3062], [-0.5163, -4.8014, 0.4181], [-3.7275, 3.1225, 0.1525], [2.3928, -0.6190, -1.4210], [2.6701, -1.4516, 2.6114], [3.8686, 2.0962, -2.1088], [4.3696, 0.4461, 2.6992], [3.2075, -2.9309, 1.7967], [-2.6916, -1.7426, -1.5922], [-4.2456, -0.7273, 0.5463], [-0.8842, -0.5247, -4.2732], [0.4825, -1.1717, -3.3462], [-0.7388, 5.6601, -1.9795], [-4.1371, -5.7434, -1.5971], [-1.9866, 2.5978, -2.3536], [0.6583, 2.8133, -2.9782], [2.0725, 7.0729, 1.8335], [2.1864, 2.2203, -1.8839]],
  "lowdin_charge": [0.830, 0.855, 0.875, 0.896, 1.129, 1.150, 0.821, 0.744, -0.237, -0.022, 0.122, -0.042, 0.139, -0.057, -0.055, -0.371, -0.713, -0.049, -0.159, -0.583, -0.694, -0.212, -0.222, -0.367, -0.620, -0.142, -0.343, -0.061, -0.314, -0.318, -0.214, -0.053, -0.362, -0.056, -0.053, -0.353, -0.097, -0.018, -0.152, -0.185, -0.105, -0.204, -0.052, -0.220, -0.397, -0.220, -0.053, -0.238, 0.031, 0.117, 0.100, 0.115, 0.019, 0.046, 0.048, 0.117, 0.107, 0.079, 0.110, 0.041, 0.104, 0.056, 0.122, 0.066, -0.032, 0.116, -0.010, 0.117, 0.071, 0.036, 0.070, 0.045, 0.036, 0.115, 0.048, 0.041, 0.027, 0.056, 0.035, -0.036, 0.122, 0.100, 0.041, 0.044, 0.067, 0.074, 0.051, 0.122, 0.117, 0.092, 0.046, 0.108, 0.053],
  "spin_multiplicity": 2,
  "total_charge": 2,
  "s2": 0.754,
  "lumo_ev": [-5.061, -7.442],
  "homo_ev": [-13.0, -13.3],
  "e_tot_ha": -10003.00013
}

{
  "formula": "CH5FN2",
  "method": "ωB97M-V/def2-TZVPD",
  "elements": ["F", "N", "N", "C", "H", "H", "H", "H", "H"],
  "coordinates": [[-2.4980, 0.5521, 0.7731], [-1.5242, -0.7449, 0.0238], [-0.6259, -0.4182, -0.7442], [1.5736, 0.3706, 0.1211], [-0.6986, 0.1631, -1.5112], [1.6071, 0.1338, 1.1316], [2.0743, -0.2759, -0.6030], [1.3470, 1.3989, -0.1400], [-1.2553, -1.1795, 0.9489]],
  "lowdin_charge": [-0.332, 0.047, 0.076, 0.037, 0.069, -0.041, -0.002, -0.003, 0.149],
  "relative_energy_kj_mol": 147.1,
  "spin_multiplicity": 3,
  "s2": 2.026,
  "lumo_ev": [0.181, -1.665],
  "homo_ev": [-8.1, -10.9],
  "e_tot_ha": -250.22413
}

{
  "formula": "C28H50N3O17P3S",
  "method": "ωB97M-V/def2-TZVPD",
  "elements": ["S", "P", "P", "P", "O", "O", "O", "O", "O", "O", "O", "O", "O", "O", "O", "O", "O", "O", "O", "O", "O", "N", "N", "N", "C", "C", "C", "C", "C", "C", "C", "C", "C", "C", "C", "C", "C", "C", "C", "C", "C", "C", "C", "C", "C", "C", "C", "C", "C", "C", "C", "C", "H", "H", "H", "H", "H", "H", "H", "H", "H", "H", "H", "H", "H", "H", "H", "H", "H", "H", "H", "H", "H", "H", "H", "H", "H", "H", "H", "H", "H", "H", "H", "H", "H", "H", "H", "H", "H", "H", "H", "H", "H", "H", "H", "H", "H", "H", "H", "H", "H", "H"],
  "coordinates": [[0.0473, -1.0682, -0.0036], [-9.6105, -3.8351, -4.3748], [8.0507, 6.2121, 3.5587], [3.5293, 1.3504, 2.1477], [-8.1627, -4.1142, -4.6799], [2.2691, 1.8777, 1.5499], [2.9933, 0.9299, 3.6443], [-2.2803, -2.4525, 1.4248], [4.8740, 0.4629, 2.2675], [4.3204, 2.7402, 2.4627], [8.1504, 4.9509, 4.3448], [0.2988, -7.2264, -2.7361], [1.1029, -3.8231, -1.3428], [7.3483, 7.4063, 2.7211], [-10.1098, -5.4108, -4.5147], [8.8853, 7.2424, 4.5046], [9.1327, 5.8956, 2.3583], [-10.0863, -3.2444, -5.8172], [-5.1379, -6.4561, 0.1589], [-6.0339, -5.3260, -1.4116], [-11.0006, -3.4456, -3.6339], [-0.5065, -5.1389, -3.5547], [-0.2770, -2.7882, 0.2235], [-5.3557, -6.5036, -0.9798], [-1.6949, -2.8526, 0.4640], [-10.5473, -6.1543, -2.2207], [-2.9142, -4.9049, -3.0376], [-12.8150, -4.4116, -5.0278], [6.0655, 0.8556, 2.9724], [3.1207, 4.8209, 2.6919], [-8.7345, -3.5929, -7.7925], [0.0041, -3.5661, -0.9507], [-9.7486, -6.3462, -3.4986], [8.8173, 4.9006, 1.3847], [-9.1773, -2.6164, -6.7238], [-1.5830, -4.6651, -2.7119], [7.8485, 8.7482, 2.6147], [9.1078, 6.9892, 5.8932], [7.7787, 5.3797, 0.3853], [-3.6403, -3.7785, -1.0062], [-5.3662, -4.7684, -2.5467], [-0.0924, -6.2144, -3.1323], [-2.3182, -3.5378, -0.7121], [10.4854, 6.4008, 6.1121], [5.8852, 1.0467, 4.4593], [2.1090, -0.1835, 3.7754], [4.0098, 3.9689, 1.8104], [-3.9129, -4.4608, -2.1839], [2.8190, -1.5135, 3.5970], [9.1928, 8.8665, 1.9354], [-12.2557, -3.2141, -4.2962], [-1.3020, -3.9722, -1.5527], [-12.8594, -5.2835, -4.3766], [-12.2136, -4.6786, -5.8943], [3.6879, -1.5774, 4.2521], [-8.3255, -4.5013, -7.3504], [9.9918, 8.4333, 2.5336], [-7.9782, -3.1444, -8.4380], [3.6509, 5.1043, 3.6028], [9.1905, 8.3590, 0.9712], [-5.3743, -5.4596, -3.3913], [9.0335, 7.9520, 6.4032], [6.8111, 5.5354, 0.8660], [-11.6165, -6.1431, -2.4313], [-8.3259, -2.1898, -6.1955], [3.5597, 3.7995, 0.8332], [2.2310, 4.2717, 2.9997], [10.6371, 5.5153, 5.4950], [-8.6755, -6.2763, -3.2957], [-9.7167, -1.7864, -7.1846], [6.7687, 0.0381, 2.8053], [-0.2436, -0.5685, 1.2115], [9.4246, 9.9213, 1.7778], [7.8498, 9.2305, 3.5906], [8.0760, 6.3320, -0.0537], [-10.3330, -6.9556, -1.5124], [1.2865, -0.0876, 3.0606], [-5.8346, -3.8237, -2.8120], [-12.1846, -2.3451, -4.9483], [8.4820, 3.9869, 1.8849], [11.2545, 7.1217, 5.8302], [2.1435, -2.3402, 3.8203], [-4.4058, -3.4464, -0.3170], [-9.9431, -7.3368, -3.9101], [7.1045, 9.2760, 2.0157], [-3.1149, -5.4503, -3.9506], [6.8605, 1.2067, 4.9215], [10.6291, 6.1289, 7.1587], [-10.3031, -5.2037, -1.7416], [-13.8231, -4.1800, -5.3763], [3.1771, -1.6353, 2.5723], [7.6478, 4.6463, -0.4117], [-9.5846, -3.8925, -8.4073], [1.6842, -0.1216, 4.7772], [4.9575, 4.4845, 1.6407], [2.8119, 5.7286, 2.1712], [5.2615, 1.9085, 4.6874], [5.4187, 0.1721, 4.9125], [8.3303, 6.3482, 6.3057], [6.5073, 1.7356, 2.5082], [9.7480, 4.6704, 0.8662], [-12.9444, -2.9379, -3.4961]],
  "lowdin_charge": [0.876, 0.622, 0.577, 0.579, -0.220, -0.223, -0.219, 0.130, -0.215, -0.229, -0.215, 0.221, 0.145, -0.221, -0.238, -0.231, -0.222, -0.230, 0.099, -0.124, -0.227, 0.190, -0.269, -0.014, -0.471, -0.079, 0.055, -0.073, -0.249, -0.067, -0.071, -0.432, -0.283, -0.277, -0.278, -0.170, -0.255, -0.277, -0.076, 0.055, -0.146, -0.287, -0.067, -0.072, -0.069, -0.280, -0.274, -0.181, -0.075, -0.073, -0.252, -0.032, 0.072, 0.072, 0.072, 0.075, 0.072, 0.078, 0.076, 0.073, 0.121, 0.117, 0.048, 0.070, 0.105, 0.109, 0.077, 0.077, 0.100, 0.117, 0.121, -0.119, 0.084, 0.114, 0.073, 0.078, 0.085, 0.129, 0.114, 0.103, 0.076, 0.079, 0.142, 0.118, 0.120, 0.133, 0.085, 0.078, 0.070, 0.085, 0.071, 0.081, 0.077, 0.119, 0.096, 0.078, 0.072, 0.072, 0.106, 0.107, 0.118, 0.121],
  "smiles": "O=C=Nc1cc(CON=O)cc2c1C(=O)N(S)C2=O.CCOP(=O)(OCC)OCC.CCOP(=O)(OCC)OCC.CCOP(=O)(OCC)OCC",
  "lumo_ev": -0.784,
  "homo_ev": -9.3,
  "e_tot_ha": -3962.47248
}

{
  "formula": "C3H10N2O2",
  "method": "ωB97M-V/def2-TZVPD",
  "elements": ["O", "O", "N", "N", "C", "C", "C", "H", "H", "H", "H", "H", "H", "H", "H", "H", "H"],
  "coordinates": [[1.5101, -0.5063, -0.3062], [0.0501, -0.6903, 1.4802], [-0.3358, -1.8971, -0.4569], [-0.4737, 0.5589, -0.3538], [0.2038, -0.6677, 0.0786], [1.8959, 1.0688, 0.0302], [-1.8376, 0.7738, 0.1073], [-2.5226, -0.0171, -0.2218], [-0.4278, 0.5850, -1.3679], [-1.0465, -1.7628, -1.1656], [2.9364, 0.9634, -0.2541], [1.4722, 1.9039, -0.5234], [-1.8274, 0.8099, 1.1935], [1.7739, 1.1542, 1.1063], [0.3808, -2.4895, -0.8585], [0.4308, -1.5200, 1.7906], [-2.1826, 1.7328, -0.2786]],
  "lowdin_charge": [-0.087, 0.017, 0.125, -0.062, -0.763, 0.043, -0.100, 0.073, 0.125, 0.077, 0.066, 0.068, 0.078, 0.075, 0.082, 0.105, 0.078],
  "relative_energy_kj_mol": 230.4,
  "smiles": "CN[C@](N)(O)OC",
  "lumo_ev": 0.914,
  "homo_ev": -9.0,
  "e_tot_ha": -380.24891
}

{
  "formula": "C8H6O3S",
  "method": "ωB97M-V/def2-TZVPD",
  "elements": ["S", "O", "O", "O", "C", "C", "C", "C", "C", "C", "C", "C", "H", "H", "H", "H", "H", "H"],
  "coordinates": [[3.2219, -3.6762, -3.3093], [2.0137, -4.5967, -2.4919], [1.7081, -2.5069, -1.2425], [2.6833, -2.5846, -4.0989], [-0.4245, -1.2835, -0.0559], [2.4850, -3.5646, -1.6689], [-1.4534, -0.5598, 0.5458], [-1.2698, 0.7450, 0.8723], [-0.1756, 1.5113, 0.3662], [0.8045, 0.7851, -0.2597], [0.7363, -0.6365, -0.3619], [1.8188, -1.2173, -1.0846], [-2.1536, 1.1957, 1.4779], [-0.3433, 2.5278, 0.5257], [-2.2676, -1.0980, 0.7232], [2.6095, -0.8132, -1.6661], [-0.5153, -2.2662, -0.2982], [1.8047, 1.1959, -0.7025]],
  "lowdin_charge": [1.020, -0.255, -0.027, -0.478, -0.004, -0.379, -0.076, -0.084, -0.064, -0.036, -0.209, -0.055, 0.137, 0.082, 0.064, 0.129, 0.090, 0.146],
  "relative_energy_kj_mol": 483.9,
  "lumo_ev": [-0.484, -0.915],
  "homo_ev": [-8.5, -7.3],
  "e_tot_ha": -932.13030
}

{
  "formula": "CH6N3",
  "method": "ωB97M-V/def2-TZVPD",
  "elements": ["N", "N", "N", "C", "H", "H", "H", "H", "H", "H"],
  "coordinates": [[2.0204, -0.0846, 0.1022], [-0.1549, -0.2866, 0.6218], [-1.4704, 0.2115, 0.3695], [0.7518, 0.0346, -0.2504], [0.5634, 0.3917, -1.1931], [2.7815, 0.3119, -0.4780], [-1.8694, -0.1926, -0.4720], [-2.1794, -0.1906, 1.2692], [2.2690, -0.3640, 1.0993], [-1.3008, 1.2257, 0.2368]],
  "lowdin_charge": [0.190, 0.022, 0.133, -0.365, 0.082, 0.156, 0.155, 0.294, 0.173, 0.161],
  "relative_energy_kj_mol": 119.4,
  "spin_multiplicity": 3,
  "total_charge": 1,
  "s2": 2.007,
  "lumo_ev": [-3.995, -7.220],
  "homo_ev": [-10.1, -16.1],
  "e_tot_ha": -205.49185
}